(1)
Molecular formula: C32H34ClN3O10
Method: DFT, ωB97M-V with the def2-TZVPD basis set

Element x y z (Å)
C (0.4413, -0.6734, -0.2781)
C (0.4127, 0.6464, -0.3414)
C (1.5161, 1.4439, -0.9811)
O (2.1421, 0.9837, -1.9084)
O (1.7434, 2.6457, -0.4111)
C (2.2083, 3.6357, -1.3579)
C (1.6629, 5.0304, -0.9776)
C (0.7025, 5.6195, -2.0712)
C (-0.7249, 5.5903, -1.5048)
C (-1.8222, 5.9566, -2.5475)
C (-2.7381, 4.7333, -2.7683)
O (-4.1050, 5.0427, -3.0548)
C (-4.9538, 4.8622, -2.0118)
O (-5.7247, 5.7555, -1.7327)
N (-4.9181, 3.6909, -1.2252)
C (-6.0472, 3.6112, -0.3247)
C (-7.3795, 3.3458, -1.0118)
O (-7.6260, 3.4586, -2.1687)
Cl (-8.6926, 2.7814, 0.1007)
C (-4.6641, 2.4478, -1.9573)
C (-3.4405, 1.7018, -1.3336)
O (-3.2819, 1.6789, -0.1322)
C (-2.4644, 0.9448, -2.2251)
C (-1.4174, 1.5719, -2.8658)
C (-0.5366, 0.9261, -3.6992)
C (-0.7098, -0.4247, -3.9037)
C (-1.7249, -1.0764, -3.2460)
C (-2.5961, -0.4151, -2.4170)
H (-0.2809, -1.2117, 0.3285)
H (1.1506, -1.2492, -0.8701)
H (-0.4546, 1.1772, 0.0525)
H (3.3023, 3.6518, -1.2748)
H (1.9854, 3.3654, -2.3931)
H (1.1088, 4.9063, -0.0410)
H (2.5184, 5.6861, -0.7948)
H (1.0608, 6.6316, -2.2778)
H (0.8260, 4.9736, -2.9474)
H (-0.8711, 4.5952, -1.0632)
H (-0.7830, 6.2981, -0.6685)
H (-1.2944, 6.1314, -3.4918)
H (-2.3613, 6.8615, -2.2600)
H (-2.3615, 4.2018, -3.6511)
H (-2.6196, 4.0453, -1.9263)
H (-5.8618, 2.7637, 0.3493)
H (-6.0780, 4.4826, 0.3318)
H (-4.4207, 2.6008, -3.0131)
H (-5.4876, 1.7243, -1.9152)
H (-1.2744, 2.6354, -2.7004)
H (0.2382, 1.5181, -4.1733)
H (-0.0240, -0.9192, -4.5843)
H (-1.8169, -2.1466, -3.4071)
H (-3.3736, -0.9923, -1.9249)
O (2.1277, -4.0522, 2.6402)
N (2.7092, -3.4836, 1.7335)
O (2.4312, -3.6024, 0.5604)
C (3.8239, -2.5973, 2.0855)
C (4.1922, -2.4669, 3.4134)
C (5.2595, -1.6460, 3.7385)
C (5.9415, -0.9640, 2.7393)
C (5.5542, -1.0969, 1.4124)
C (4.4896, -1.9184, 1.0797)
H (3.6633, -2.9959, 4.1929)
H (5.5621, -1.5396, 4.7713)
H (6.7785, -0.3272, 2.9957)
H (6.0849, -0.5623, 0.6364)
H (4.1923, -2.0217, 0.0459)
O (3.7476, -10.4962, 5.9375)
N (3.7900, -9.3127, 5.6693)
O (4.6514, -8.5489, 6.0570)
C (2.7233, -8.7653, 4.8201)
C (1.7064, -9.5994, 4.3903)
C (0.6900, -9.0744, 3.6081)
C (0.7023, -7.7292, 3.2619)
C (1.7341, -6.9047, 3.6920)
C (2.7518, -7.4247, 4.4769)
H (1.6944, -10.6459, 4.6580)
H (-0.1144, -9.7142, 3.2703)
H (-0.0958, -7.3207, 2.6550)
H (1.7439, -5.8566, 3.4183)
H (3.5525, -6.7819, 4.8133)

Forces on atoms 1 to 3 (eV/Å):
0.1 -0.4 -0.4
-0.2 0.9 0.4
-0.3 -1.5 -0.1

Summary:
Calculated total energy (eV): -71196.530
Multiplicity: 1

***

(2)
Molecular formula: C32H34F29N2O8S
Method: DFT, ωB97M-V with the def2-TZVPD basis set

Element x y z (Å)
C (10.3338, -1.5489, 1.1629)
C (9.2001, -1.2875, 0.1502)
S (7.5524, -1.4349, 0.9253)
C (6.7999, 0.1772, 0.5871)
C (5.6733, 0.0996, -0.3899)
C (5.6111, -0.5310, -1.5659)
N (4.3619, -0.2728, -2.0928)
C (3.6770, 0.5010, -1.2704)
C (2.3039, 1.0007, -1.5395)
C (1.3704, 0.8838, -0.3126)
C (-0.0509, 0.5726, -0.7473)
F (-0.3182, 1.2484, -1.9019)
F (-0.1482, -0.7432, -1.0499)
C (-1.1319, 1.0169, 0.3046)
F (-1.6518, 2.1875, -0.0871)
F (-0.5007, 1.2088, 1.4966)
C (-2.2517, -0.0173, 0.5530)
F (-2.8177, -0.3061, -0.6376)
F (-1.6788, -1.1449, 1.0156)
C (-3.3441, 0.4433, 1.5919)
F (-3.2409, -0.3356, 2.6886)
F (-3.1280, 1.7112, 1.9793)
C (-4.8225, 0.3404, 1.1107)
F (-4.9968, 1.0103, -0.0434)
F (-5.5517, 0.9844, 2.0454)
C (-5.3829, -1.1204, 1.0295)
F (-5.8064, -1.4322, 2.2744)
F (-4.4325, -2.0112, 0.6946)
C (-6.6307, -1.2740, 0.1013)
F (-7.4338, -0.2105, 0.2197)
F (-7.3081, -2.3501, 0.5616)
C (-6.3020, -1.5861, -1.3950)
F (-6.0895, -2.8945, -1.5352)
F (-7.3621, -1.2611, -2.1373)
F (-5.2352, -0.9206, -1.8321)
N (4.4540, 0.7312, -0.2248)
H (10.9864, -2.3388, 0.7974)
H (9.9113, -1.8841, 2.1081)
H (10.9167, -0.6464, 1.3321)
H (9.2222, -2.0481, -0.6263)
H (9.3053, -0.3103, -0.3043)
H (6.4787, 0.6681, 1.5043)
H (7.5772, 0.8116, 0.1585)
H (6.3594, -1.1261, -2.0567)
H (4.0009, -0.6162, -2.9688)
H (1.9186, 0.5008, -2.4251)
H (2.3928, 2.0594, -1.7954)
H (1.4102, 1.8160, 0.2466)
H (1.7210, 0.0804, 0.3353)
H (4.1646, 1.2910, 0.5714)
C (-8.8070, -1.7969, -4.7200)
C (-9.5141, -2.0921, -6.0238)
O (-10.7692, -1.3872, -6.1114)
C (-10.6921, -0.1111, -6.4539)
O (-9.7022, 0.5115, -6.6967)
C (-12.1116, 0.4883, -6.5425)
F (-12.8469, 0.1464, -5.4811)
F (-12.7253, 0.0360, -7.6421)
F (-12.0529, 1.8123, -6.6058)
H (-9.4548, -2.0264, -3.8737)
H (-7.9001, -2.3954, -4.6408)
H (-8.5334, -0.7447, -4.6535)
H (-9.7749, -3.1455, -6.0931)
H (-8.8949, -1.8426, -6.8846)
C (1.4550, 4.5093, 5.8495)
C (1.2629, 3.7240, 4.5731)
O (2.5096, 3.5935, 3.8379)
C (3.3395, 2.6640, 4.2668)
O (3.1991, 1.9045, 5.1736)
C (4.5911, 2.6452, 3.3636)
F (5.0572, 3.8575, 3.1069)
F (4.2685, 2.0784, 2.1474)
F (5.5574, 1.9124, 3.8799)
H (1.8956, 5.4830, 5.6356)
H (0.4943, 4.6580, 6.3396)
H (2.1162, 3.9866, 6.5393)
H (0.5917, 4.2442, 3.8944)
H (0.8500, 2.7341, 4.7622)
C (-8.3172, -1.9052, 4.4841)
C (-7.3251, -3.0346, 4.3121)
O (-7.3535, -3.9350, 5.4386)
C (-8.3389, -4.8199, 5.4472)
O (-9.1956, -4.9522, 4.6268)
C (-8.2067, -5.7280, 6.6880)
F (-7.9709, -5.0102, 7.7898)
F (-7.1862, -6.5790, 6.5170)
F (-9.3156, -6.4307, 6.8711)
H (-8.1379, -1.3822, 5.4238)
H (-8.2240, -1.1963, 3.6619)
H (-9.3393, -2.2807, 4.5020)
H (-6.3097, -2.6509, 4.2818)
H (-7.5019, -3.5889, 3.3909)
C (11.7875, 3.7687, -4.8908)
C (12.8656, 2.7179, -4.7555)
O (12.7538, 2.0034, -3.5014)
C (11.8473, 1.0495, -3.4501)
O (11.0990, 0.6996, -4.3140)
C (11.8983, 0.3683, -2.0672)
F (11.9288, 1.2642, -1.0744)
F (12.9799, -0.4041, -1.9644)
F (10.8196, -0.4021, -1.8865)
H (11.8103, 4.4494, -4.0396)
H (11.9412, 4.3422, -5.8036)
H (10.7981, 3.3144, -4.9312)
H (13.8509, 3.1758, -4.7300)
H (12.8472, 2.0076, -5.5805)

Forces on atoms 1 to 3 (eV/Å):
-0.3 -0.1 -0.2
0.1 -0.4 0.4
-0.1 0.1 0.1

Summary:
Charge: +1
Energy above the lowest of the compared OMol25 structures with the same formula, charge and spin (kJ/mol): 0.0
Calculated total energy (eV): -142734.310
Multiplicity: 1

***

(3)
Molecular formula: C32H34F3N2O7RhS2Si
Method: DFT, ωB97M-V with the def2-TZVPD basis set

Element x y z (Å)
Rh (0.3757, -0.1447, -1.8105)
C (2.7538, 2.0116, -1.8960)
C (3.5609, 0.7110, -1.8712)
N (2.7131, -0.4431, -1.5521)
C (3.0273, -1.6728, -2.2800)
C (2.7661, -1.5607, -3.7877)
S (1.2618, -0.6411, -4.2680)
C (1.9778, 0.9515, -4.8069)
C (1.4270, 2.1276, -4.0031)
N (1.4627, 1.8790, -2.5695)
H (3.3612, 2.8024, -2.3532)
H (2.5335, 2.2824, -0.8697)
H (4.3584, 0.8255, -1.1346)
H (4.0313, 0.5344, -2.8386)
H (2.7018, -0.6145, -0.5543)
H (2.3892, -2.4553, -1.8746)
H (4.0739, -1.9708, -2.1476)
H (2.6206, -2.5637, -4.1865)
H (3.5976, -1.1064, -4.3225)
H (1.7143, 1.0741, -5.8565)
H (3.0614, 0.8848, -4.7311)
H (0.3846, 2.2817, -4.2843)
H (1.9930, 3.0283, -4.2685)
H (0.8010, 2.4710, -2.0819)
F (-0.5629, -5.9693, -4.7369)
C (-0.6398, -4.6661, -4.9772)
F (-1.0731, -4.4508, -6.2041)
F (0.5578, -4.1124, -4.8140)
S (-1.4360, -2.1242, -2.7009)
O (-2.0208, -3.0285, -3.6397)
O (-0.0520, -2.4353, -2.3184)
O (-1.6382, -0.7068, -2.9730)
O (0.6230, 1.2826, -0.1741)
Si (-0.1069, 1.6088, 1.2145)
C (0.5547, 0.5410, 2.6293)
C (0.5095, 0.9539, 3.9623)
C (1.0214, 0.1589, 4.9843)
C (1.5903, -1.0718, 4.6838)
C (1.6510, -1.5005, 3.3617)
C (1.1370, -0.7009, 2.3504)
C (-1.9901, 1.5072, 1.1312)
C (-2.8167, 1.6329, 2.2509)
C (-4.1981, 1.5424, 2.1428)
C (-4.7836, 1.3107, 0.9040)
C (-3.9827, 1.1748, -0.2219)
C (-2.6014, 1.2849, -0.1054)
C (0.3262, 3.3978, 1.6850)
C (1.6449, 3.8485, 1.5577)
C (2.0008, 5.1521, 1.8764)
C (1.0391, 6.0384, 2.3471)
C (-0.2745, 5.6147, 2.4879)
C (-0.6255, 4.3095, 2.1544)
H (0.0702, 1.9175, 4.2068)
H (0.9906, 0.5045, 6.0103)
H (1.9971, -1.6922, 5.4738)
H (2.0889, -2.4656, 3.1316)
H (1.1629, -1.0387, 1.3203)
H (-2.3721, 1.7988, 3.2298)
H (-4.8212, 1.6487, 3.0230)
H (-5.8607, 1.2345, 0.8167)
H (-4.4295, 0.9813, -1.1902)
H (-1.9853, 1.1774, -0.9903)
H (2.4070, 3.1592, 1.2036)
H (3.0265, 5.4808, 1.7546)
H (1.3134, 7.0574, 2.5933)
H (-1.0293, 6.3037, 2.8486)
H (-1.6598, 4.0001, 2.2542)
O (-1.8845, -1.2872, 2.5600)
C (-2.1220, -2.5813, 2.3049)
C (-2.3834, -3.5034, 3.3159)
C (-2.6783, -4.8185, 3.0092)
C (-2.7237, -5.2446, 1.6856)
C (-2.4518, -4.3386, 0.6795)
C (-2.1465, -3.0057, 0.9720)
C (-1.7160, -2.1217, -0.1329)
O (-2.2882, -2.4646, -1.3140)
O (-0.8831, -1.2428, -0.0352)
H (-1.8176, -1.1232, 3.5068)
H (-2.3336, -3.1776, 4.3499)
H (-2.8849, -5.5189, 3.8094)
H (-2.9481, -6.2763, 1.4509)
H (-2.4380, -4.6480, -0.3570)

Forces on atoms 1 to 3 (eV/Å):
1.1 0.8 0.5
0.1 -0.1 0.0
-0.3 0.0 -0.1

Summary:
Energy above the lowest of the compared OMol25 structures with the same formula, charge and spin (kJ/mol): 100.8
Calculated total energy (eV): -91757.316
Multiplicity: 5